(1)
Below is C5H8O2 in the gas phase at a distorted geometry, with properties calculated with wB97M-V/def2-TZVPD.

The molar mass comes out at 100.12 g/mol. For the frontier orbital gap, the calculation gives 10.46 eV. For the energy above the lowest of the compared OMol25 structures with the same formula, charge and spin, the calculation gives 1.661 eV. The HOMO energy is -9.43 eV. The LUMO energy comes out at 1.03 eV. The value obtained for the total energy is -345.743900 Ha. As for the SMILES: C1=CCOCOC1.

Geometry as ORCA input:
```
! RIJCOSX wB97M-V def2-TZVPD def2/J DEFGRID3
* xyz 0 1
C 0.653 0.678 -1.343
C 0.890 0.813 0.963
C -0.119 -0.185 1.486
C -0.898 -0.987 0.750
C -1.023 -0.893 -0.738
H 0.696 1.755 -1.599
H 1.002 0.083 -2.192
H 0.457 1.829 0.921
H 1.747 0.840 1.650
H -0.161 -0.248 2.596
H -1.524 -1.722 1.261
H -0.388 -1.642 -1.257
H -2.058 -1.145 -1.049
O 1.458 0.406 -0.263
O -0.731 0.420 -1.184
*
```

How is the electron density shared among the atoms? According to Mulliken, the charges in e are: -0.332 -0.450 -0.286 -0.316 -0.432 0.300 0.354 0.283 0.337 0.321 0.359 0.269 0.344 -0.365 -0.388

---

(2)
Below is C5H8O2 in the gas phase, with properties calculated with wB97M-V/def2-TZVPD.

The molar mass comes out at 100.12 g/mol. For the frontier orbital gap, the calculation gives 9.29 eV. For the energy above the lowest of the compared OMol25 structures with the same formula, charge and spin, the calculation gives 1.218 eV. The HOMO energy is -8.53 eV. The LUMO energy comes out at 0.76 eV. The value obtained for the total energy is -345.760210 Ha. As for the SMILES: C/C=C(/O)CC=O.

Geometry as ORCA input:
```
! RIJCOSX wB97M-V def2-TZVPD def2/J DEFGRID3
* xyz 0 1
O 0.429 -1.181 -1.590
C -0.074 -0.504 -0.516
C 0.881 -0.305 0.637
C 2.243 0.207 0.262
O 2.707 0.148 -0.858
C -1.357 -0.161 -0.467
C -1.981 0.736 0.549
H 1.319 -0.811 -1.728
H 0.455 0.326 1.422
H 1.052 -1.283 1.122
H 2.844 0.634 1.088
H -2.547 0.103 1.236
H -2.030 -0.573 -1.217
H -2.634 1.446 0.025
H -1.266 1.348 1.110
*
```

How is the electron density shared among the atoms? According to Mulliken, the charges in e are: -0.591 0.349 -0.575 0.190 -0.540 -0.258 -1.145 0.394 0.265 0.252 0.342 0.257 0.394 0.341 0.324

---

(3)
Below is C5H8O2 in the gas phase, with properties calculated with wB97M-V/def2-TZVPD.

The molar mass comes out at 100.12 g/mol. For the frontier orbital gap, the calculation gives 9.85 eV. For the energy above the lowest of the compared OMol25 structures with the same formula, charge and spin, the calculation gives 1.624 eV. The HOMO energy is -9.35 eV. The LUMO energy comes out at 0.51 eV. The value obtained for the total energy is -345.745268 Ha. As for the SMILES: C=C(C=O)OCC.

Geometry as ORCA input:
```
! RIJCOSX wB97M-V def2-TZVPD def2/J DEFGRID3
* xyz 0 1
C -2.204 0.087 0.106
C -0.982 -0.767 0.399
C 1.007 0.472 -1.246
C 1.129 0.240 0.063
O 0.143 -0.062 0.948
C 2.480 0.257 0.696
O 3.503 -0.020 0.118
H -2.508 0.673 0.977
H -3.039 -0.580 -0.144
H -2.044 0.773 -0.729
H -0.660 -1.291 -0.509
H -1.246 -1.523 1.140
H 1.900 0.650 -1.827
H 0.056 0.544 -1.754
H 2.465 0.547 1.763
*
```

How is the electron density shared among the atoms? According to Mulliken, the charges in e are: -0.979 -0.467 -0.842 0.698 -0.399 -0.088 -0.455 0.286 0.348 0.259 0.440 0.304 0.308 0.270 0.317